No. 1
{"formula": "C25H28N6O2PdSe", "method": "ωB97M-V/def2-TZVPD", "elements": ["Pd", "C", "C", "O", "C", "C", "C", "N", "N", "C", "O", "C", "C", "C", "C", "C", "C", "H", "H", "H", "H", "H", "H", "H", "H", "H", "H", "H", "H", "C", "N", "C", "Se", "N", "C", "C", "C", "C", "C", "C", "H", "H", "H", "H", "H", "H", "H", "H", "C", "C", "C", "C", "N", "N", "C", "H", "H", "H", "H", "H", "H", "H", "H"], "coordinates": [[0.21180, 0.14787, -1.16834], [1.40019, 3.68869, -3.71005], [1.24999, 2.76926, -2.49678], [0.26208, 1.95912, -2.56000], [2.20264, 2.90140, -1.50519], [2.38840, 2.10630, -0.31877], [3.74996, 2.15117, 0.34301], [1.44959, 1.37699, 0.18694], [1.73321, 0.71297, 1.37108], [1.06036, -0.39827, 1.53452], [0.24684, -0.97814, 0.73662], [1.35197, -1.13548, 2.80960], [0.52614, -2.20140, 3.16864], [0.84882, -3.01738, 4.24162], [2.00905, -2.78979, 4.97028], [2.81651, -1.70728, 4.64222], [2.48752, -0.88212, 3.57779], [0.51629, 3.61258, -4.34084], [2.26739, 3.37185, -4.29343], [1.55227, 4.72795, -3.40888], [2.99853, 3.61208, -1.70318], [4.39392, 2.90018, -0.11904], [4.23032, 1.17448, 0.25559], [3.64492, 2.36606, 1.40772], [-0.35120, -2.39197, 2.56432], [0.20893, -3.85518, 4.49572], [2.29394, -3.45801, 5.77558], [3.72668, -1.52640, 5.20447], [3.11262, -0.04550, 3.29504], [-2.24429, -1.25016, -3.67392], [-1.48107, -1.78422, -2.58355], [-0.10884, -1.42320, -2.37337], [0.98643, -1.14831, -4.00752], [0.38303, -2.51802, -1.60066], [-0.59951, -3.39822, -1.28212], [-0.59785, -4.55046, -0.51740], [-1.78885, -5.28714, -0.43316], [-2.91944, -4.89262, -1.12292], [-2.92294, -3.72894, -1.91057], [-1.76713, -2.97418, -1.96377], [-1.87604, -0.25044, -3.89180], [-3.30573, -1.20919, -3.41415], [-2.11173, -1.86635, -4.57143], [1.31262, -2.50146, -1.23335], [0.29450, -4.85954, 0.01247], [-1.81864, -6.18005, 0.18207], [-3.82167, -5.49184, -1.06288], [-3.81805, -3.43085, -2.44240], [-1.47724, 5.00812, -0.47616], [-1.66188, 3.68908, 0.19864], [-1.94087, 3.33552, 1.49999], [-1.92560, 1.91998, 1.50391], [-1.68399, 1.45552, 0.29101], [-1.54542, 2.53895, -0.49033], [-2.13702, 0.98146, 2.64545], [-1.77571, 5.82463, 0.18068], [-2.07072, 5.05483, -1.39113], [-0.42793, 5.13980, -0.75269], [-2.11027, 3.99537, 2.33697], [-1.07869, 2.40238, -1.40116], [-3.16793, 1.01619, 3.00913], [-1.47129, 1.21927, 3.47769], [-1.90990, -0.02790, 2.30219]], "atomic_forces_ev_per_a": [[0.614, -0.688, -0.776], [0.073, -0.060, 0.051], [-0.255, 0.032, -0.090], [-0.060, 0.064, 0.088], [0.120, -0.061, -0.029], [0.046, 0.143, 0.336], [-0.086, 0.148, 0.078], [-0.322, -0.131, -0.226], [0.305, -0.103, 0.354], [-0.053, 0.217, -0.318], [0.135, 0.190, 0.133], [0.005, -0.234, 0.085], [0.024, 0.069, -0.055], [0.041, -0.065, 0.099], [-0.012, 0.018, 0.023], [0.057, -0.014, 0.036], [-0.052, 0.035, -0.049], [-0.026, -0.021, 0.043], [-0.013, 0.009, -0.061], [0.019, 0.013, -0.006], [-0.005, -0.011, -0.074], [-0.044, 0.010, -0.061], [-0.015, -0.016, 0.039], [0.022, -0.064, 0.006], [0.035, -0.017, -0.067], [-0.016, 0.007, -0.017], [-0.044, 0.027, 0.034], [-0.013, 0.028, 0.006], [0.019, -0.014, -0.022], [0.008, -0.060, 0.057], [-0.168, -0.254, 0.211], [0.737, 0.460, -0.464], [-0.155, 0.253, 0.327], [-0.599, -0.305, 0.103], [0.243, -0.111, 0.008], [-0.045, 0.144, 0.008], [-0.048, -0.056, -0.010], [-0.079, -0.170, 0.044], [0.072, 0.090, -0.016], [-0.176, 0.047, 0.019], [-0.029, 0.017, -0.015], [0.012, 0.028, 0.069], [-0.036, 0.060, -0.054], [0.045, 0.025, 0.076], [0.002, 0.002, 0.010], [0.001, -0.010, -0.029], [0.001, 0.013, 0.026], [0.023, 0.046, -0.023], [0.118, -0.111, 0.018], [-0.058, 0.032, -0.089], [0.031, 0.055, 0.065], [-0.110, 0.016, -0.127], [-0.325, 0.169, 0.227], [0.066, 0.005, -0.096], [0.038, -0.056, -0.088], [0.006, 0.002, 0.002], [-0.004, 0.064, 0.005], [-0.009, 0.055, -0.007], [0.020, 0.027, -0.022], [-0.079, 0.054, 0.156], [0.009, -0.025, 0.020], [0.003, 0.001, 0.000], [-0.016, -0.018, 0.035]], "charge": -2, "homo_ev": [-0.174, -0.173], "homo_lumo_gap_ha": [0.1826, 0.1825], "lumo_ev": [4.795, 4.795]}

No. 2
{"formula": "C25H28N8O4SiZn", "method": "ωB97M-V/def2-TZVPD", "elements": ["Zn", "C", "C", "C", "C", "C", "C", "N", "N", "Si", "C", "C", "C", "H", "H", "H", "H", "H", "H", "H", "H", "H", "H", "H", "H", "H", "H", "H", "N", "C", "N", "C", "N", "N", "C", "N", "C", "C", "C", "C", "C", "N", "H", "H", "H", "H", "H", "H", "H", "H", "O", "C", "O", "C", "C", "C", "C", "O", "C", "O", "C", "C", "H", "H", "H", "H", "H"], "coordinates": [[-0.60589, 0.18774, 0.09945], [-2.03864, -2.65037, -1.83053], [-0.87194, -2.86173, -0.92001], [-0.26076, -4.09424, -0.77955], [0.77210, -4.23102, 0.14920], [1.15928, -3.16079, 0.91420], [0.51947, -1.91998, 0.71865], [-0.46455, -1.81374, -0.20485], [0.76457, -0.77211, 1.35576], [1.27293, -0.76691, 3.00201], [0.87803, 0.93753, 3.74290], [0.20904, -2.06841, 3.93571], [3.12360, -1.10850, 3.34957], [-2.85129, -3.31664, -1.54307], [-1.76990, -2.86373, -2.86287], [-2.36899, -1.61996, -1.75237], [-0.58439, -4.93971, -1.36605], [1.25087, -5.19219, 0.27775], [1.94386, -3.24354, 1.64787], [-0.19268, 1.08046, 3.82952], [1.27821, 1.73946, 3.13638], [1.30797, 1.04708, 4.73057], [-0.80559, -2.05616, 3.53963], [0.15368, -1.88042, 5.00474], [0.59889, -3.07414, 3.79825], [3.76308, -0.33578, 2.93621], [3.44242, -2.05832, 2.93575], [3.31468, -1.14261, 4.41792], [1.86736, 2.41278, -0.75852], [1.01029, 2.90565, 0.13365], [1.23565, 4.13330, 0.59996], [0.35987, 4.58458, 1.49178], [0.54520, 5.79965, 2.02140], [-0.70101, 3.88891, 1.93332], [-0.82164, 2.67054, 1.44694], [-0.00885, 2.12896, 0.54800], [-1.89404, 1.83630, 2.00313], [-2.67147, 2.31490, 3.05580], [-3.60449, 1.46878, 3.62697], [-3.72570, 0.18091, 3.12689], [-2.89983, -0.21032, 2.08517], [-2.01324, 0.59901, 1.53354], [2.57355, 3.02741, -1.12250], [1.67388, 1.52991, -1.20563], [1.27275, 6.39179, 1.66312], [-0.15640, 6.16401, 2.64088], [-2.48702, 3.31098, 3.42420], [-4.21819, 1.80058, 4.45192], [-4.43800, -0.51184, 3.54374], [-2.94342, -1.21048, 1.68062], [-2.49665, 1.49183, -3.33561], [-1.58281, 0.93208, -2.75301], [-1.50574, 0.80095, -1.48198], [-0.44532, 0.34895, -3.58831], [0.68594, -0.16950, -2.98193], [1.74501, -0.70788, -3.70404], [1.61358, -0.71029, -5.07117], [2.49080, -1.17966, -6.01412], [1.87677, -0.94593, -7.26349], [0.62704, -0.32619, -7.06316], [0.47995, -0.18977, -5.70125], [-0.55926, 0.35056, -4.98476], [0.73249, -0.18573, -1.90091], [2.61958, -1.10932, -3.21858], [1.73845, -1.90473, -7.79122], [2.52274, -0.29360, -7.87480], [-1.43588, 0.76065, -5.45878]], "atomic_forces_ev_per_a": [[-0.083, 0.075, -0.055], [0.066, 0.057, 0.011], [0.070, -0.340, -0.093], [0.010, -0.072, -0.010], [-0.151, 0.075, 0.002], [0.010, -0.144, -0.046], [0.324, -0.503, 0.177], [-0.069, -0.566, -0.127], [0.572, 0.208, 0.351], [-0.051, 0.053, 0.634], [0.154, -0.590, -0.306], [0.492, 0.403, -0.320], [-0.715, 0.085, -0.196], [-0.073, -0.021, -0.056], [-0.018, -0.005, -0.102], [-0.118, 0.094, -0.099], [-0.089, -0.023, -0.080], [0.065, -0.050, 0.003], [0.121, -0.042, 0.042], [-0.255, 0.022, 0.065], [0.147, 0.255, -0.255], [0.116, -0.066, 0.314], [-0.123, 0.034, -0.054], [0.056, 0.094, 0.171], [0.030, -0.137, -0.012], [0.076, 0.196, -0.174], [0.086, -0.224, -0.124], [-0.064, -0.003, 0.262], [-0.012, -0.225, -0.166], [-0.174, 0.327, 0.419], [0.225, 0.233, -0.119], [0.004, -0.531, -0.231], [0.025, 0.222, 0.005], [-0.319, 0.015, 0.290], [0.781, 0.926, -0.213], [-0.041, 0.124, 0.091], [-0.692, 0.060, 0.701], [0.177, -0.133, -0.149], [0.047, -0.106, -0.181], [0.079, 0.113, 0.019], [-0.335, -0.284, 0.108], [-0.171, 0.383, 0.158], [-0.005, -0.064, -0.033], [0.079, 0.153, -0.061], [-0.022, -0.037, 0.012], [0.054, 0.003, -0.041], [-0.070, 0.055, -0.040], [-0.028, 0.021, 0.028], [-0.046, -0.114, 0.017], [-0.026, -0.123, -0.069], [-0.154, 0.030, -0.195], [0.087, 0.034, -0.327], [-0.133, 0.152, -0.174], [-0.054, 0.071, 0.273], [-0.176, 0.078, 0.184], [0.233, -0.106, -0.405], [-0.377, 0.192, -0.132], [0.008, 0.025, 0.514], [0.474, -0.285, -1.108], [-0.429, 0.230, 0.339], [0.444, -0.203, 0.388], [0.146, -0.104, -0.264], [0.044, -0.103, -0.049], [0.107, -0.079, 0.039], [-0.038, 0.213, 0.212], [-0.178, -0.086, 0.222], [-0.119, 0.061, 0.015]], "charge": 0, "homo_ev": -7.448, "homo_lumo_gap_ha": 0.2502, "lumo_ev": -0.640}

No. 3
{"formula": "C25H29AgN4S", "method": "ωB97M-V/def2-TZVPD", "elements": ["Ag", "C", "C", "C", "C", "C", "C", "C", "C", "C", "C", "C", "C", "H", "H", "H", "H", "H", "H", "H", "H", "H", "H", "H", "H", "H", "H", "H", "H", "H", "H", "N", "C", "S", "N", "N", "C", "C", "C", "C", "C", "C", "C", "C", "C", "C", "C", "C", "N", "H", "H", "H", "H", "H", "H", "H", "H", "H", "H", "H"], "coordinates": [[-0.05391, 0.85118, -0.58627], [-3.61273, 1.02628, 0.55908], [-2.36790, 1.79484, 0.93538], [-1.76668, 1.59879, 2.18610], [-2.42784, 0.66714, 3.17453], [-0.59689, 2.29007, 2.51836], [-0.01275, 2.15090, 3.90831], [0.01269, 3.12002, 1.56769], [1.28142, 3.87413, 1.89755], [-0.60256, 3.33901, 0.32271], [0.02330, 4.26543, -0.69443], [-1.85123, 2.75306, 0.04767], [-2.68465, 3.23647, -1.11383], [-4.51652, 1.49672, 0.95756], [-3.57014, 0.00935, 0.94600], [-3.71492, 0.95971, -0.52182], [-3.51149, 0.70770, 3.07910], [-2.18451, 0.92679, 4.20123], [-2.11993, -0.37034, 3.00934], [-0.49949, 2.83923, 4.60520], [1.05318, 2.36462, 3.92615], [-0.14760, 1.14438, 4.29927], [2.17180, 3.29337, 1.63940], [1.33723, 4.11964, 2.95527], [1.33040, 4.81171, 1.34934], [-0.21192, 5.31274, -0.48159], [-0.32669, 4.03198, -1.69686], [1.10661, 4.15964, -0.70355], [-3.74393, 3.14383, -0.88248], [-2.48702, 2.67744, -2.03100], [-2.48123, 4.28743, -1.31146], [0.22668, -0.11978, -5.12430], [0.19995, -0.02593, -3.77334], [-0.47360, 1.40898, -3.11448], [0.65750, -1.11421, -3.16935], [0.65385, -1.08364, -1.83340], [1.06299, -2.13156, -1.20639], [1.47382, -3.39220, -1.87846], [2.74931, -3.91121, -1.66612], [3.14578, -5.08938, -2.28075], [2.26439, -5.76919, -3.10865], [0.99020, -5.26111, -3.32180], [0.59831, -4.07804, -2.71564], [1.14139, -2.03672, 0.26498], [1.22920, -3.18695, 1.05403], [1.33035, -3.06856, 2.42661], [1.36314, -1.80243, 2.99176], [1.26159, -0.71507, 2.14234], [1.14051, -0.81534, 0.82300], [0.01486, 0.69165, -5.67355], [0.72348, -0.89417, -5.53140], [3.43757, -3.38039, -1.01847], [4.14338, -5.47527, -2.11386], [2.56981, -6.69144, -3.58603], [0.29985, -5.78646, -3.96945], [-0.38779, -3.67253, -2.89701], [1.21233, -4.15785, 0.57962], [1.38980, -3.95316, 3.04749], [1.46518, -1.66383, 4.05921], [1.29208, 0.29251, 2.53147]], "atomic_forces_ev_per_a": [[0.082, -0.021, -0.361], [0.075, 0.019, 0.008], [-0.036, 0.078, 0.040], [-0.034, -0.007, -0.030], [0.016, 0.053, -0.048], [0.017, -0.019, 0.024], [0.036, -0.049, -0.124], [-0.064, 0.150, 0.034], [-0.061, -0.042, -0.018], [-0.035, 0.059, 0.106], [-0.028, -0.073, 0.029], [0.027, -0.055, 0.162], [0.102, -0.105, -0.040], [-0.015, -0.017, -0.007], [-0.027, -0.004, -0.002], [-0.020, -0.008, -0.003], [-0.001, -0.037, 0.020], [-0.022, -0.010, 0.001], [-0.007, -0.008, 0.021], [0.020, -0.003, 0.013], [0.002, -0.023, 0.020], [0.030, -0.010, 0.016], [0.024, 0.021, 0.016], [0.016, 0.007, -0.008], [0.037, -0.002, 0.010], [0.012, 0.003, -0.005], [0.021, 0.018, -0.014], [0.004, 0.019, -0.018], [-0.011, 0.008, -0.014], [-0.034, 0.008, -0.001], [-0.013, -0.001, -0.017], [0.050, 0.045, -0.040], [-0.173, -0.198, 0.103], [0.085, 0.135, 0.240], [0.095, -0.126, -0.209], [0.009, -0.091, 0.096], [-0.088, 0.153, -0.229], [0.112, -0.071, 0.054], [-0.039, 0.045, -0.016], [0.007, -0.019, -0.010], [0.019, 0.001, 0.019], [-0.016, -0.001, -0.012], [-0.014, 0.009, 0.001], [0.011, 0.000, 0.209], [0.001, -0.001, -0.068], [0.005, 0.046, -0.005], [0.012, -0.095, 0.017], [-0.001, 0.043, 0.041], [-0.132, 0.030, -0.074], [0.011, 0.017, 0.015], [-0.006, -0.013, 0.013], [0.005, -0.006, -0.002], [-0.002, -0.001, 0.000], [-0.004, 0.002, -0.005], [-0.002, 0.001, 0.004], [-0.002, 0.011, 0.000], [-0.004, 0.003, 0.015], [0.000, -0.003, -0.002], [0.001, 0.045, -0.012], [-0.055, 0.089, 0.051]], "charge": 0, "homo_ev": -7.216, "homo_lumo_gap_ha": 0.2710, "lumo_ev": 0.159}

Number 1 is which compound? C25H28N6O2PdSe